# 1
C4H13NO2 | wB97M-V/def2-TZVPD

Results
* ⟨S²⟩: 0.754
* F_max: 0.0331 Eh/bohr
* LUMO (alpha / beta): -0.1073 / -0.2737 Eh
* ΔE to the lowest compared entry with this formula, charge and spin: 100.5 kJ/mol

Structure (ORCA input):
```
! RIJCOSX wB97M-V def2-TZVPD def2/J DEFGRID3
* xyz 1 2
C -1.446 1.239 1.397
N -0.138 0.927 0.841
C 0.850 1.976 0.921
C -0.122 0.025 -0.303
C 1.216 -0.713 -0.470
O 1.384 -1.256 -1.742
H -1.303 1.629 2.397
H -1.851 2.072 0.799
H -2.090 0.378 1.293
H 0.759 2.671 0.078
H 1.859 1.573 0.928
H 0.696 2.587 1.801
H -0.342 0.601 -1.213
H -0.911 -0.716 -0.141
H 1.279 -1.512 0.273
H 2.060 -0.058 -0.236
H 2.153 -0.842 -2.141
H -1.115 -4.138 -1.007
H -1.235 -2.965 -2.076
O -1.704 -3.480 -1.398
*
```



# 2
C6H12O | wB97M-V/def2-TZVPD

Results
* F_max: 0.0106 Eh/bohr
* LUMO: 0.0395 Eh
* ΔE to the lowest compared entry with this formula, charge and spin: 286.0 kJ/mol

Structure (ORCA input):
```
! RIJCOSX wB97M-V def2-TZVPD def2/J DEFGRID3
* xyz 0 1
C 2.882 -0.575 -0.101
O 1.676 -0.007 -0.632
C 1.167 0.980 0.064
C -0.115 1.383 -0.619
C -1.277 1.146 0.366
C -1.348 -0.295 0.882
C -1.513 -1.334 -0.225
H 2.811 -0.635 0.984
H 3.731 0.050 -0.380
H 2.985 -1.566 -0.544
H -0.435 -0.510 1.455
H -0.051 2.459 -0.827
H -0.280 0.853 -1.569
H -2.221 1.406 -0.130
H -1.163 1.826 1.218
H -2.181 -0.374 1.592
H -2.400 -1.120 -0.835
H -0.644 -1.346 -0.892
H -1.625 -2.341 0.191
*
```



# 3
C22H35BrNiO2P2 | wB97M-V/def2-TZVPD

Results
* ⟨S²⟩: 2.007
* F_max: 0.0357 Eh/bohr
* LUMO (alpha / beta): 0.0123 / -0.0097 Eh
* ΔE to the lowest compared entry with this formula, charge and spin: 0.0 kJ/mol

Structure (ORCA input):
```
! RIJCOSX wB97M-V def2-TZVPD def2/J DEFGRID3
* xyz 0 3
P 0.864 -0.801 -3.633
P 2.563 -2.050 -1.198
C 2.524 -1.603 -4.002
C 2.943 -2.620 -2.936
H 3.259 -0.788 -4.111
H 2.413 -2.098 -4.978
H 2.443 -3.595 -3.070
H 4.030 -2.785 -2.968
C 4.037 -0.952 -1.022
H 4.133 -0.652 0.028
H 3.947 -0.058 -1.654
H 4.917 -1.531 -1.326
C 3.163 -3.515 -0.288
H 4.217 -3.687 -0.542
H 2.562 -4.392 -0.567
H 3.062 -3.322 0.788
C 0.760 0.241 -5.134
H -0.218 0.741 -5.135
H 0.862 -0.394 -6.026
H 1.564 0.991 -5.113
C -0.118 -2.246 -4.225
H -0.017 -3.106 -3.549
H 0.257 -2.519 -5.220
H -1.173 -1.956 -4.301
Ni -1.703 0.854 0.729
C 0.005 -0.705 1.318
C 0.707 0.438 1.037
C 1.351 0.900 -0.224
C 0.476 1.731 -1.198
C -0.886 1.210 -1.477
C -1.401 -0.066 -1.329
C -0.622 -1.308 -1.061
C -0.512 -1.774 0.412
C -3.374 1.729 0.241
H -0.087 -0.949 2.381
H 0.977 1.058 1.908
H 1.782 0.038 -0.762
H 2.219 1.523 0.069
H 0.387 2.735 -0.745
H 1.018 1.895 -2.146
H -1.563 1.943 -1.932
H -2.442 -0.214 -1.651
H 0.422 -1.095 -1.359
H -1.008 -2.128 -1.693
H -1.510 -2.109 0.733
H 0.138 -2.661 0.475
H -4.171 1.251 0.841
H -3.603 1.706 -0.840
H -3.235 2.768 0.599
Br -1.667 -0.410 5.575
C -2.409 1.306 5.717
C -3.144 1.674 6.850
C -3.645 2.973 6.984
C -3.379 3.920 5.988
C -2.623 3.569 4.860
C -2.182 2.247 4.698
C -1.388 1.849 3.470
O -0.228 2.291 3.391
O -2.013 1.075 2.656
H -3.336 0.939 7.627
H -4.232 3.252 7.864
H -3.753 4.942 6.075
H -2.362 4.301 4.098
*
```



# 4
C25H28N4O4S | wB97M-V/def2-TZVPD

Results
* structure (SMILES): CCn1c(COc2ccc3c(c2)CCCC3)nnc1SCC(=O)Nc1ccc(C(=O)OC)cc1
* F_max: 0.0221 Eh/bohr
* LUMO: 0.0184 Eh
* ΔE to the lowest compared entry with this formula, charge and spin: 21.8 kJ/mol

Structure (ORCA input):
```
! RIJCOSX wB97M-V def2-TZVPD def2/J DEFGRID3
* xyz 0 1
C -6.028 -1.103 -0.929
C -4.510 -1.015 -1.053
N -3.933 -0.342 0.082
C -3.403 -0.882 1.224
C -3.261 -2.350 1.441
O -2.406 -2.918 0.473
C -1.064 -2.594 0.514
C -0.430 -1.950 1.566
C 0.935 -1.735 1.494
C 1.687 -2.117 0.394
C 1.041 -2.740 -0.673
C -0.324 -2.976 -0.598
C 1.776 -3.130 -1.927
C 3.287 -3.183 -1.729
C 3.752 -1.918 -1.018
C 3.173 -1.890 0.391
N -2.982 0.063 2.012
N -3.235 1.244 1.426
C -3.803 0.999 0.269
S -4.318 2.169 -0.904
C -3.667 3.694 -0.144
C -2.169 3.830 -0.410
O -1.746 4.516 -1.312
N -1.427 3.102 0.461
C -0.054 2.874 0.456
C 0.820 3.482 -0.446
C 2.167 3.186 -0.404
C 2.666 2.292 0.540
C 4.094 1.928 0.608
O 4.550 1.096 1.359
O 4.853 2.610 -0.266
C 6.235 2.293 -0.258
C 1.790 1.699 1.450
C 0.444 1.980 1.408
H -6.435 -1.620 -1.793
H -6.311 -1.648 -0.030
H -6.460 -0.106 -0.884
H -4.064 -2.010 -1.114
H -4.242 -0.447 -1.949
H -4.223 -2.852 1.302
H -2.909 -2.531 2.462
H -0.973 -1.609 2.432
H 1.430 -1.257 2.326
H -0.835 -3.470 -1.410
H 1.407 -4.095 -2.283
H 1.543 -2.390 -2.700
H 3.782 -3.286 -2.697
H 3.549 -4.052 -1.122
H 4.842 -1.884 -0.969
H 3.412 -1.040 -1.573
H 3.410 -0.943 0.879
H 3.642 -2.682 0.985
H -3.906 3.660 0.917
H -4.197 4.505 -0.642
H -1.949 2.538 1.141
H 0.434 4.174 -1.176
H 2.842 3.648 -1.107
H 6.698 2.927 -1.009
H 6.664 2.489 0.727
H 6.384 1.238 -0.499
H 2.192 1.022 2.187
H -0.236 1.509 2.101
*
```



# 5
C10H16O | wB97M-V/def2-TZVPD

Results
* structure (SMILES): CCc1ccc(O)cc1.CC
* F_max: 0.0258 Eh/bohr
* LUMO: 0.0326 Eh
* ΔE to the lowest compared entry with this formula, charge and spin: 96.5 kJ/mol

Structure (ORCA input):
```
! RIJCOSX wB97M-V def2-TZVPD def2/J DEFGRID3
* xyz 0 1
C 2.895 -0.647 -0.959
C 2.118 -0.517 0.340
C 0.658 -0.917 0.373
C -0.076 -1.155 -0.786
C -1.380 -1.640 -0.752
C -2.055 -1.650 0.461
O -3.369 -2.055 0.569
C -1.349 -1.460 1.643
C -0.016 -1.094 1.581
H 2.288 -0.529 -1.847
H 3.325 -1.651 -1.049
H 3.744 0.037 -0.958
H 2.629 -1.087 1.125
H 2.176 0.520 0.695
H 0.375 -1.013 -1.762
H -1.885 -1.886 -1.678
H -3.723 -2.183 -0.332
H -1.845 -1.540 2.594
H 0.544 -0.935 2.500
C -0.349 3.063 0.383
C -0.903 2.253 -0.803
H -0.836 2.736 1.311
H 0.735 3.016 0.438
H -0.674 4.095 0.309
H -1.632 2.853 -1.360
H -1.260 1.293 -0.464
H -0.135 2.095 -1.569
*
```



# 6
C26H33N6SSiTc | wB97M-V/def2-TZVPD

Results
* ⟨S²⟩: 0.940
* F_max: 0.0557 Eh/bohr
* LUMO (alpha / beta): -0.4272 / -0.3992 Eh

Structure (ORCA input):
```
! RIJCOSX wB97M-V def2-TZVPD def2/J DEFGRID3
* xyz 3 2
Tc -1.077 -0.999 1.080
N -1.541 -3.173 0.632
N -0.511 -4.090 0.952
C 0.574 -3.709 1.637
N 1.483 -4.588 2.006
S 0.790 -2.049 2.036
H -2.361 -3.369 1.224
H -1.836 -3.356 -0.332
H -0.657 -5.070 0.730
H 1.371 -5.587 1.901
H 2.307 -4.280 2.506
C 3.038 2.907 -0.962
C 2.617 2.307 0.217
C 1.697 1.272 0.186
C 1.162 0.852 -1.033
C 1.571 1.476 -2.213
C 2.532 2.474 -2.176
Si -0.012 -0.651 -1.224
C -1.293 -0.417 -2.618
C -2.471 0.321 -2.476
C -3.278 0.592 -3.567
C -2.926 0.114 -4.822
C -1.757 -0.612 -4.984
C -0.953 -0.887 -3.893
C 0.883 -2.319 -1.496
C 2.252 -2.425 -1.245
C 2.945 -3.580 -1.567
C 2.271 -4.665 -2.110
C 0.910 -4.579 -2.366
C 0.224 -3.416 -2.064
H 3.761 3.709 -0.931
H 3.027 2.629 1.161
H 1.406 0.770 1.101
H 1.167 1.163 -3.164
H 2.884 2.900 -3.102
H -2.760 0.695 -1.506
H -4.180 1.171 -3.444
H -3.570 0.298 -5.668
H -1.466 -0.962 -5.963
H -0.043 -1.446 -4.038
H 2.786 -1.581 -0.836
H 4.012 -3.627 -1.412
H 2.809 -5.569 -2.350
H 0.393 -5.411 -2.823
H -0.824 -3.339 -2.329
C 1.021 3.476 4.037
C 0.883 2.069 4.588
N 0.227 1.243 3.586
C -0.628 1.710 2.671
N -1.232 0.818 1.845
C -2.482 1.299 1.295
C -2.202 2.585 0.524
C -1.691 3.613 1.531
N -0.902 3.009 2.595
C -0.356 3.938 3.580
H 1.714 3.486 3.195
H 1.396 4.155 4.799
H 0.284 2.078 5.504
H 1.851 1.630 4.822
H 0.319 0.240 3.659
H -3.203 1.481 2.100
H -2.909 0.503 0.645
H -3.097 2.958 0.024
H -1.433 2.387 -0.230
H -2.521 4.159 1.994
H -1.053 4.339 1.016
H -1.040 3.994 4.436
H -0.299 4.930 3.129
*
```



> Number 1 is which compound?

C4H13NO2



> The highest F_max belongs to which entry?

C26H33N6SSiTc